# 1
Density functional theory data (wB97M-V/def2-TZVPD) for a structure of composition C49H42AuCl2NO4Si in a non-equilibrium geometry.

Energy: -97788.022 eV
Molar mass: 1004.84 g/mol
Frontier orbital gap (spin up / spin down): 0.18739 / 0.20469 Ha
<S²>: 2.024
Spin multiplicity: 3
Net charge: -2

Each line ends with the Mulliken spin population.
Element x y z (Å)
Au: 1.1968 0.4412 0.0787  0.5295
Cl: 3.0847 -1.9060 -1.0527  0.0120
Cl: 5.0407 3.1348 -0.6498  0.0132
Si: 1.6698 -0.9874 1.9749  0.3053
O: 0.1171 -0.9549 -1.1865  0.1732
O: -2.6941 -1.5375 -1.6747  -0.0009
O: -0.7489 1.4653 0.2030  0.0287
O: -3.9932 -0.0295 -0.6098  -0.0011
N: 2.9961 1.1090 -0.3606  0.6663
C: 0.6693 -0.9791 4.6578  0.0309
C: -2.6615 4.6641 1.6578  0.0009
C: -2.1810 -0.0077 1.4666  -0.0039
C: -4.1810 2.4866 0.8888  0.0009
C: -0.4779 0.8287 5.7295  0.0000
C: 5.5763 -0.2938 3.3168  -0.0135
C: 5.2851 -1.0163 -2.3012  -0.0635
C: 4.0842 -2.4618 2.4990  0.0229
C: -0.7008 2.0545 -2.9388  0.0496
C: 3.4736 -1.2073 2.5294  0.0184
C: -2.8612 -0.7898 3.6506  0.0037
C: -2.3952 -2.0586 3.3606  -0.0087
C: -0.5744 -0.4311 -2.2230  -0.0586
C: -0.1949 -3.7253 -4.0995  0.0005
C: -2.0298 1.1086 0.4209  0.0099
C: -2.0503 3.4808 1.2854  -0.0032
C: 6.2559 -0.0827 -2.6486  0.1208
C: 4.2500 -0.6799 -1.4654  0.1074
C: -4.9172 -1.1873 -2.5350  0.0000
C: -4.0403 4.7792 1.6109  -0.0002
C: 0.8295 -0.2247 3.5033  -0.0101
C: -0.4844 -1.4421 -3.3880  0.0061
C: 0.3413 1.0743 3.4905  0.0169
C: -0.4769 -1.0483 -4.7200  0.0036
C: -2.7940 2.3723 0.8951  0.0066
C: -4.7947 3.6819 1.2240  0.0006
C: 0.0209 -0.4631 5.7631  0.0085
C: 0.0191 0.8885 -2.7238  0.0779
C: 4.2576 -0.1292 2.9432  -0.0018
C: -1.6837 -1.2797 1.2012  0.0147
C: -0.3176 1.5965 4.5884  0.0038
C: -0.3090 -1.9794 -5.7315  0.0005
C: -1.7944 -2.2937 2.1373  0.0171
C: -4.0097 -1.2701 -1.2865  0.0016
C: 1.2947 3.2263 -3.5800  0.0030
C: 4.0301 0.6595 -0.9704  -0.0973
C: 1.3880 0.9059 -2.9881  -0.0825
C: -4.5251 -2.3580 -0.3431  -0.0003
C: 5.4006 -2.6390 2.8721  -0.0054
C: -0.1589 -3.3214 -5.4250  0.0003
C: -2.7433 0.2249 2.7161  -0.0094
C: 2.0220 2.0607 -3.4066  0.0017
C: -0.3408 -2.7915 -3.0898  0.0032
C: 5.1193 1.5333 -1.3095  0.1342
C: -0.0685 3.2128 -3.3548  0.0022
C: 6.1608 -1.5528 3.2816  0.0175
C: -2.1157 -0.2729 -1.9633  -0.0205
C: 6.1762 1.1983 -2.1108  -0.0506
C: -2.7736 0.6621 -0.9086  -0.0015
H: -1.0036 1.2321 6.5863  -0.0005
H: -4.5861 -0.3757 -3.1762  0.0001
H: 6.1582 0.5600 3.6457  -0.0006
H: -2.5233 0.0523 -2.9432  -0.0010
H: 3.5028 -3.3152 2.1794  0.0061
H: -4.7815 1.6318 0.6179  -0.0004
H: -0.3371 -3.0851 -2.0513  0.0017
H: 1.2310 -2.4108 2.0346  0.0498
H: -5.5544 -2.1353 -0.0660  0.0000
H: -3.1014 1.2128 2.9635  -0.0002
H: -1.4023 -3.2753 1.9057  0.0036
H: 3.0887 2.0509 -3.5854  -0.0023
H: 5.3549 -2.0326 -2.6707  -0.0004
H: -0.7076 2.6046 4.5505  0.0001
H: -4.4673 -3.3237 -0.8394  0.0000
H: -3.8976 -2.3607 0.5435  0.0001
H: -0.0941 -1.0690 6.6541  0.0005
H: -0.9742 3.3942 1.2717  -0.0037
H: -5.9460 -1.0020 -2.2424  0.0000
H: -3.0574 1.5986 -1.4140  -0.0001
H: 6.9378 1.9380 -2.3167  -0.0025
H: -0.6578 4.1095 -3.4999  0.0002
H: 1.7864 4.1413 -3.8818  0.0000
H: 0.4653 1.6687 2.5954  -0.0341
H: 5.8444 -3.6291 2.8606  -0.0004
H: -0.0182 -4.0450 -6.2194  0.0001
H: -3.3172 -0.5899 4.6132  0.0009
H: -0.0971 -4.7752 -3.8510  -0.0001
H: 3.8080 0.8538 2.9606  0.0088
H: -0.5890 -0.0008 -4.9678  -0.0014
H: 1.0636 -1.9871 4.6794  -0.0014
H: 7.0625 -0.3570 -3.3130  0.0131
H: -1.7642 2.0887 -2.7730  0.0003
H: -2.0546 5.5007 1.9889  0.0000
H: 7.1992 -1.6817 3.5662  0.0021
H: -1.1968 -1.4768 0.2598  -0.0291
H: -5.8754 3.7527 1.1921  0.0000
H: -4.5191 5.7175 1.8682  0.0000
H: -4.8374 -2.1254 -3.0788  0.0000
H: -2.4865 -2.8553 4.0880  -0.0010
H: -0.2860 -1.6461 -6.7631  0.0001
H: 1.9630 -0.0016 -2.8734  0.0108

Force components x, y, z for each atom (eV/Å):
Au 0.242 -0.160 1.059
Cl 0.277 -0.179 -0.233
Cl 0.048 0.337 0.070
Si -0.152 0.302 0.275
O -0.111 -0.409 0.012
O 0.116 -0.193 0.175
O 0.063 0.185 -0.176
O -0.141 -0.148 -0.022
N -0.881 0.533 0.235
C 0.009 -0.061 0.071
C -0.004 0.163 0.107
C 0.013 0.077 0.228
C 0.007 -0.012 0.019
C -0.113 0.124 0.093
C 0.301 0.043 0.145
C 0.274 -0.034 -0.135
C -0.324 0.052 -0.032
C 0.016 -0.088 -0.011
C 0.055 0.036 -0.244
C -0.110 -0.071 0.179
C -0.074 -0.125 0.133
C -0.613 -0.086 -0.145
C 0.031 -0.104 0.044
C -0.443 -0.229 -0.015
C 0.148 -0.150 -0.002
C 0.065 -0.095 -0.042
C -0.462 0.005 0.227
C 0.432 0.110 0.330
C -0.107 0.147 0.046
C 0.285 -0.201 -0.356
C 0.076 0.066 -0.151
C 0.042 0.082 -0.070
C -0.156 -0.020 0.071
C 0.033 0.119 -0.102
C -0.172 0.072 0.082
C 0.017 -0.093 0.278
C 0.054 0.094 -0.055
C -0.311 -0.001 -0.094
C 0.054 -0.031 0.070
C 0.045 0.193 0.209
C -0.010 -0.024 -0.210
C 0.040 -0.025 -0.039
C -0.755 -0.403 -0.196
C 0.071 0.133 -0.051
C 1.447 -0.545 -0.560
C -0.095 0.020 -0.152
C 0.445 0.442 -0.164
C 0.445 -0.100 0.162
C -0.060 -0.041 -0.234
C -0.129 -0.008 -0.129
C 0.057 -0.024 -0.070
C -0.061 -0.023 0.029
C -0.015 0.071 0.145
C -0.104 0.168 -0.103
C 0.002 0.014 0.019
C 0.056 0.464 -0.423
C 0.108 -0.143 -0.074
C 0.390 0.390 -0.177
H -0.020 0.022 0.057
H -0.007 0.080 -0.129
H 0.004 0.026 -0.050
H 0.073 0.010 0.222
H -0.063 -0.125 -0.061
H -0.068 -0.048 -0.058
H 0.034 0.029 0.081
H -0.092 -0.142 -0.200
H -0.047 -0.032 0.005
H -0.042 0.058 0.077
H 0.057 -0.069 -0.028
H 0.093 -0.008 0.035
H -0.080 0.020 0.018
H -0.070 0.094 0.001
H -0.055 -0.120 -0.039
H -0.044 -0.083 0.089
H -0.045 -0.024 0.059
H 0.081 -0.105 -0.048
H -0.161 0.000 0.046
H 0.131 -0.223 0.105
H 0.009 0.055 -0.033
H 0.008 0.085 0.023
H 0.061 0.054 -0.033
H -0.117 0.060 -0.131
H -0.010 -0.005 -0.070
H 0.002 -0.044 -0.004
H 0.033 0.053 0.041
H 0.041 -0.035 0.012
H 0.017 0.184 0.011
H 0.036 0.042 -0.024
H -0.019 -0.137 0.062
H 0.074 -0.005 -0.009
H -0.070 -0.007 0.051
H -0.017 0.014 -0.077
H -0.013 -0.015 0.012
H 0.110 0.018 -0.158
H -0.060 0.018 -0.001
H -0.043 -0.017 0.032
H -0.091 -0.094 -0.092
H 0.013 -0.041 0.074
H 0.016 -0.036 -0.029
H -0.019 -0.123 0.117


# 2
Density functional theory data (wB97M-V/def2-TZVPD) for a structure of composition C49H42BaBrFGeN6O7S in a non-equilibrium geometry.

Energy: -215576.756 eV
Molar mass: 1167.82 g/mol
Relative energy (zero: lowest compared OMol25 entry of this formula, charge and spin): 18.78 kcal per mole
Frontier orbital gap (spin up / spin down): 0.12877 / 0.14263 Ha
Net charge: -2

Each line ends with the Löwdin charge.
Element x y z (Å)
Ba: 0.5712 0.1381 0.3682  2.2126
Br: -6.1507 -1.9063 2.2093  0.7172
Ge: -3.6805 -0.0808 -2.9987  1.0130
S: -2.4250 3.8724 3.0011  1.0565
F: 3.1165 4.3852 5.6328  0.0070
O: 2.0048 -3.9657 0.3908  0.0376
O: 1.9989 1.6152 1.6171  -0.3742
O: 2.5393 -0.0177 -0.6834  -0.3422
O: 1.1693 -2.0149 1.2400  -0.3070
O: 4.0379 1.0084 -2.0423  -0.0197
O: -0.3112 1.3340 -1.3005  -0.3407
O: -2.1919 2.1598 -2.1713  0.0063
N: -2.7546 1.6709 1.8077  0.0299
N: 0.1663 3.6597 2.1791  0.1017
N: -1.3887 1.9671 1.6471  -0.0404
N: -2.0831 -1.5882 1.6914  0.0930
N: 5.9365 2.7670 1.1408  0.0085
N: -0.3456 -1.6033 -1.0746  -0.0794
C: 5.2734 2.0617 0.1580  -0.0189
C: -3.4157 2.5495 2.4712  -0.6257
C: 3.2419 1.9656 1.4606  -0.3074
C: 7.3439 3.1409 0.9219  -0.3409
C: -4.9200 1.6984 -6.6685  -0.1076
C: -1.2025 -2.4670 -3.1341  -0.0982
C: -6.8405 0.9262 -0.2970  -0.1195
C: -5.8499 0.2538 -1.0217  -0.1095
C: -3.3979 -1.4096 1.6277  -0.1752
C: -4.2803 -2.2436 2.3072  -0.6568
C: -6.5555 -3.0735 -3.7848  -0.1080
C: -1.6116 -2.5893 2.4099  -0.1160
C: 1.1957 -2.8413 0.2606  -0.5167
C: -0.3900 -3.6265 -2.9962  -0.1054
C: 0.4448 -2.7519 -0.9276  -0.2309
C: -5.6660 3.7334 2.5846  -0.1222
C: -4.8757 1.2981 -5.3322  -0.1178
C: -5.0511 0.9197 -1.9654  -0.2279
C: -2.7193 0.7785 -7.0074  -0.0974
C: -5.8245 -1.8883 -3.7366  -0.1098
C: -4.8812 2.4332 2.7834  -0.2364
C: -1.9197 -0.1873 -2.2919  -0.1763
C: 8.1230 2.0382 0.2164  -0.0627
C: 3.4854 0.8171 -0.9450  -0.6007
C: -2.4460 -3.4758 3.1031  -0.0592
C: -1.4005 1.0514 -1.8708  -0.5719
C: -3.8435 1.4313 -7.5097  -0.1188
C: -1.0761 3.0988 2.2265  -0.6999
C: -3.7596 0.6280 -4.8144  -0.2451
C: -5.2864 2.2924 -2.1515  -0.1160
C: 5.8100 4.0811 3.2023  -0.1902
C: 5.0830 4.4978 4.3551  -0.0238
C: 3.1923 3.1618 3.6322  0.0149
C: -6.2817 2.9657 -1.4420  -0.1015
C: -4.8297 -4.1730 -2.5178  -0.0882
C: -2.6783 0.3836 -5.6712  -0.0885
C: 3.8078 4.0078 4.5187  -0.3234
C: -4.0976 -2.9844 -2.4776  -0.0927
C: -3.8032 -3.2883 3.0480  -0.1508
C: 3.8862 2.7583 2.4419  -0.0770
C: -4.5794 -1.8234 -3.0922  -0.2557
C: -6.0544 -4.2218 -3.1750  -0.1181
C: 4.0027 1.6317 0.2558  -0.0322
C: 5.2342 3.2206 2.2843  -0.0870
C: -1.1340 -1.4588 -2.1494  -0.3191
C: 0.4377 -3.7833 -1.9230  -0.0433
C: 7.2258 4.5460 2.9872  -0.1620
C: 8.0014 3.4678 2.2488  -0.1744
C: -7.0648 2.2814 -0.5113  -0.1259
H: -1.6754 2.9047 -1.8413  0.1085
H: -7.4404 0.3825 0.4303  0.0721
H: -1.7855 -0.1012 -5.2805  0.1000
H: 7.3788 4.0444 0.2989  0.1468
H: -4.4373 -5.0592 -2.0302  0.0958
H: 0.9353 2.9859 1.9844  0.0537
H: 0.3830 4.3508 2.8742  0.0791
H: -7.8391 2.8029 0.0437  0.0908
H: -6.6188 -5.1465 -3.2082  0.0861
H: -5.0029 2.0831 3.8127  0.1076
H: -6.4422 4.0257 -1.6099  0.0915
H: 7.6948 4.7713 3.9488  0.1043
H: -3.1389 -2.9670 -1.9653  0.0885
H: 8.0133 2.5516 2.8568  0.1319
H: -1.8712 0.5799 -7.6545  0.0940
H: 5.8064 1.8599 -0.7572  0.1123
H: 7.8298 1.9005 -0.8258  0.0703
H: -7.5148 -3.0997 -4.2922  0.0882
H: -4.6707 2.8458 -2.8563  0.0958
H: -6.2380 -0.9981 -4.2066  0.0923
H: 2.2052 2.7656 3.8306  0.1024
H: 9.0367 3.7632 2.0602  0.1085
H: 7.2513 5.4748 2.3979  0.1141
H: -5.2711 1.6490 2.1289  0.0919
H: -5.5938 4.0671 1.5471  0.0681
H: -3.8766 1.7368 -8.5496  0.0867
H: -5.7935 2.2162 -7.0508  0.0888
H: -4.4877 -3.9453 3.5681  0.0960
H: -5.7218 1.5195 -4.6860  0.0867
H: -5.2927 4.5403 3.2255  0.0550
H: -0.5235 -2.6839 2.4230  0.0956
H: -2.0200 -4.2947 3.6676  0.0986
H: 5.5206 5.1683 5.0864  0.0951
H: -1.8374 -2.3361 -4.0016  0.0849
H: -5.7050 -0.8081 -0.8420  0.0812
H: -3.7510 -0.5797 1.0234  0.0833
H: 1.0697 -4.6527 -1.8075  0.0931
H: -0.4204 -4.3950 -3.7639  0.0879
H: 9.1873 2.2956 0.2350  0.0724
H: -6.7221 3.5833 2.8233  0.0670
H: 7.9793 1.0829 0.7368  0.0958
H: 2.4557 -3.7939 1.2239  0.0948

Force components x, y, z for each atom (eV/Å):
Ba -1.836 0.840 4.405
Br 0.047 -0.039 0.008
Ge -0.071 -0.168 0.406
S -0.027 0.465 0.238
F -0.113 0.065 0.224
O -0.258 0.365 -0.080
O 1.595 1.389 0.778
O 3.595 0.813 -1.592
O 0.576 -2.846 -0.340
O -0.263 -0.172 0.589
O -2.062 1.375 -3.225
O -0.101 -0.369 -0.016
N 0.856 0.185 -0.241
N -0.367 -0.342 -0.044
N -1.297 0.413 0.661
N -0.113 0.411 -0.172
N 0.138 0.111 0.259
N -0.780 -2.247 -1.530
C 0.044 0.191 0.187
C 0.086 -0.249 -0.159
C -0.218 -0.143 -0.092
C -0.355 -0.069 -0.044
C 0.161 -0.125 0.131
C 0.571 -0.069 0.055
C 0.150 -0.065 -0.155
C -0.002 0.327 -0.051
C -0.256 -0.046 -0.067
C -0.059 0.789 -0.596
C 0.177 0.057 0.078
C 0.129 -0.609 0.413
C -0.044 0.191 0.794
C -0.446 0.434 -0.225
C -0.505 0.219 -0.433
C 0.086 -0.001 -0.030
C 0.182 -0.081 -0.184
C -0.243 0.297 0.311
C -0.146 0.020 0.143
C 0.126 -0.248 0.071
C 0.057 0.047 -0.067
C 0.465 0.208 0.464
C 0.069 -0.181 -0.042
C -0.278 -0.422 -0.067
C 0.848 0.143 -0.164
C 0.311 -0.131 -0.249
C 0.027 -0.050 0.182
C 0.381 -0.289 -0.321
C -0.074 0.215 -0.555
C -0.061 -0.135 0.172
C 0.030 -0.002 -0.003
C 0.238 0.032 -0.137
C -0.018 -0.103 -0.179
C 0.082 -0.287 0.023
C -0.033 0.193 -0.056
C -0.138 0.180 -0.089
C 0.010 -0.106 -0.197
C -0.298 -0.039 0.140
C -0.391 -0.563 0.422
C 0.149 0.073 0.086
C -0.313 -0.412 -0.114
C 0.091 0.170 -0.002
C -0.347 -0.025 0.078
C 0.015 -0.164 -0.358
C 0.149 0.191 -0.050
C -0.020 0.437 0.376
C -0.064 0.032 -0.054
C -0.013 -0.120 0.229
C 0.171 -0.028 -0.154
H 0.031 0.009 0.067
H 0.112 0.066 -0.100
H -0.110 0.027 -0.006
H -0.021 0.078 -0.061
H -0.009 0.033 -0.023
H -0.068 -0.033 -0.084
H 0.014 0.057 0.096
H 0.055 -0.026 -0.036
H -0.008 -0.006 0.002
H 0.026 0.006 0.012
H 0.015 -0.028 -0.001
H 0.002 -0.018 0.011
H -0.297 -0.038 -0.049
H 0.063 0.123 -0.047
H -0.043 0.015 0.029
H 0.031 -0.007 0.015
H 0.036 0.028 0.124
H 0.042 0.000 0.023
H -0.056 -0.073 0.093
H 0.068 -0.069 0.031
H 0.075 0.030 0.006
H -0.006 0.023 0.012
H 0.016 -0.029 0.068
H 0.018 0.047 0.035
H -0.015 -0.026 0.052
H 0.006 0.002 0.020
H 0.028 -0.011 0.011
H 0.002 -0.027 0.031
H 0.072 -0.055 -0.064
H -0.004 -0.123 -0.047
H -0.253 -0.028 0.000
H 0.013 0.007 0.012
H -0.024 -0.059 -0.059
H 0.058 -0.025 -0.004
H -0.004 0.056 -0.040
H 0.033 -0.023 0.075
H -0.007 0.015 0.020
H -0.034 0.061 0.003
H -0.082 -0.053 -0.019
H 0.064 -0.016 -0.033
H 0.045 0.166 -0.077
H 0.111 -0.007 0.115